{"formula": "C5H14S2", "method": "wB97M-V/def2-TZVPD", "elements": ["C", "C", "S", "C", "H", "H", "H", "H", "H", "H", "H", "H", "C", "S", "C", "H", "H", "H", "H", "H", "H"], "positions_angstrom": [[1.948161, 1.318826, 0.478256], [0.787422, 1.010858, 1.439309], [0.321315, 2.646585, 2.090398], [-1.380528, 2.504487, 2.635730], [2.835822, 0.736103, 0.732186], [2.271038, 2.354703, 0.514914], [1.640553, 1.107130, -0.541802], [-0.005405, 0.404422, 0.988081], [1.077090, 0.373676, 2.276337], [-1.502018, 2.931363, 3.636390], [-2.058128, 3.111062, 2.040020], [-1.786620, 1.496367, 2.631304], [-1.679789, -2.084951, -1.459172], [-0.515978, -1.113802, -2.459728], [0.733466, -2.366177, -2.748833], [-1.670148, -1.749270, -0.415488], [-2.687023, -1.806060, -1.773243], [-1.481044, -3.148083, -1.517294], [0.389027, -3.124574, -3.444191], [1.215533, -2.772799, -1.878889], [1.547258, -1.829858, -3.224292]], "forces_ev_per_angstrom": [[0.14, -0.65, 0.09], [0.16, -0.06, 0.43], [-0.28, -0.16, -0.20], [-0.82, 0.44, 0.49], [-0.11, -0.17, -0.18], [-0.16, 0.18, 0.09], [0.12, -0.04, -0.12], [-0.18, 0.75, -0.36], [0.41, 0.21, 0.08], [0.28, -0.35, 0.06], [0.13, -0.01, -0.47], [0.30, -0.16, 0.06], [-0.47, 1.08, 0.51], [-0.08, -0.36, 0.34], [0.51, 0.58, -0.66], [0.43, -0.29, -0.07], [0.01, -0.49, -0.32], [-0.13, -0.06, -0.16], [-0.06, -0.21, 0.13], [-0.32, -0.35, 0.67], [0.11, 0.12, -0.41]], "homo_ev": -8.26, "smiles": "CCSC.CSC", "relative_energy_kcal_mol": 22.2, "total_charge": 0, "multiplicity": 1, "orbital_gap_ev": 9.1188}